{
  "formula": "C5H6O",
  "method": "wB97M-V/def2-TZVPD",
  "orbital_gap_ev": 10.67,
  "homo_ha": -0.3616,
  "e_above_lowest_ev": 1.981,
  "smiles": "C#C[C@@H](C)C=O",
  "e_tot_ev": -7327.303,
  "symbols": ["C", "C", "C", "O", "C", "C", "H", "H", "H", "H", "H", "H"],
  "positions_angstrom": [[0.980, -0.178, 1.060], [-0.267, 0.409, 0.373], [0.117, 1.458, -0.678], [0.809, 1.205, -1.629], [-0.980, -0.674, -0.314], [-1.442, -1.597, -0.931], [0.668, -0.862, 1.855], [1.564, -0.740, 0.327], [1.612, 0.602, 1.497], [-0.913, 0.887, 1.120], [-0.288, 2.480, -0.526], [-1.837, -2.425, -1.477]],
  "forces_ev_per_angstrom": [[0.1, 0.0, 0.0], [0.0, -0.1, 0.0], [0.3, -0.1, -0.4], [-0.2, 0.2, 0.5], [-0.2, -0.4, -0.3], [0.1, 0.3, 0.3], [0.1, 0.1, -0.1], [0.0, 0.1, 0.1], [-0.1, -0.1, -0.1], [0.0, -0.1, -0.2], [0.1, -0.1, 0.0], [0.0, 0.1, 0.1]]
}